Entry 1:
C17H27NO3 | ωB97M-V/def2-TZVPD

Each line ends with the Mulliken charge.
Geometry (Å):
C  5.71467  -2.37983  1.96816  -1.16
C  5.46511  -3.02728  0.61094  -0.47
C  4.16787  -3.83491  0.55813  -0.67
C  2.91219  -2.97138  0.66221  -0.40
C  1.64522  -3.80538  0.48413  -0.81
C  0.35832  -3.00620  0.68995  -0.66
C  0.13862  -1.93922  -0.37885  -0.48
H  0.20710  -2.39343  -1.36956  0.29
H  0.90806  -1.17006  -0.31506  0.26
C  -1.22375  -1.26427  -0.23613  -0.82
C  -1.36814  -0.10131  -1.20591  0.66
O  -0.42620  0.52684  -1.64205  -0.66
N  -2.64957  0.16658  -1.55107  -0.13
H  -3.39891  -0.29596  -1.06143  0.27
C  -3.01064  1.30962  -2.37215  -1.35
C  -3.41984  2.48405  -1.52151  0.22
C  -4.74501  2.85342  -1.37585  -0.81
C  -5.09156  3.91166  -0.55058  -0.68
C  -4.11509  4.60298  0.14351  0.33
C  -2.76639  4.22783  0.00376  1.29
C  -2.43079  3.17588  -0.82525  -0.47
H  -1.40525  2.86733  -0.94997  0.55
O  -1.88045  4.98164  0.73884  -0.51
C  -0.51087  4.67858  0.62867  -0.85
H  0.00084  5.38632  1.27913  0.24
H  -0.29902  3.65830  0.96167  0.34
H  -0.15643  4.80461  -0.39846  0.34
O  -4.45747  5.63764  0.95455  -0.61
H  -3.64426  5.99241  1.33941  0.35
H  -6.11917  4.21498  -0.43217  0.40
H  -5.51717  2.32245  -1.91236  0.35
H  -2.12053  1.55668  -2.95623  0.33
H  -3.82026  1.01690  -3.04523  0.49
H  -1.32752  -0.86113  0.77606  0.25
H  -2.02812  -1.98526  -0.39546  0.36
H  -0.48746  -3.69944  0.67480  0.36
H  0.37978  -2.53488  1.67578  0.34
H  1.66330  -4.62821  1.20379  0.38
H  1.63886  -4.24445  -0.51634  0.33
H  2.87954  -2.48296  1.63756  0.25
H  2.95226  -2.19500  -0.10326  0.30
H  4.16999  -4.57185  1.36523  0.32
H  4.13662  -4.38301  -0.38712  0.36
H  5.43873  -2.25412  -0.16027  0.30
H  6.29962  -3.69430  0.38091  0.33
H  5.70390  -3.13080  2.75550  0.29
H  4.95501  -1.63537  2.19094  0.31
H  6.68423  -1.88673  1.97866  0.36

The relative energy (zero: lowest compared OMol25 entry of this formula, charge and spin) is 6.9 kcal/mol. The calculation puts the LUMO energy at 0.72 eV. The value obtained for the molar mass is 293.4 g mol⁻¹. The gap between HOMO and LUMO is 8.904 eV. The SMILES is CCCCCCCCC(=O)NCc1ccc(O)c(OC)c1. The spin multiplicity is 1.



Entry 2:
C17H27NO4 | ωB97M-V/def2-TZVPD

Each line ends with the Mulliken charge.
Geometry (Å):
C  1.41441  2.63067  -1.41296  -0.82
C  0.08206  2.25600  -1.35688  -0.37
C  -0.31827  1.02770  -1.85230  -0.04
C  0.60731  0.14701  -2.40055  1.00
C  1.93562  0.54594  -2.47563  -0.48
C  2.34039  1.77388  -1.98272  -0.59
H  3.37947  2.06526  -2.04663  0.41
H  2.66533  -0.10617  -2.93734  0.42
C  0.17103  -1.19581  -2.95244  -1.66
N  -0.26717  -2.20748  -2.01746  0.51
C  0.73347  -2.97653  -1.32769  -1.23
H  1.22380  -3.64414  -2.05337  0.36
H  0.21236  -3.59705  -0.59794  0.41
C  1.87939  -2.23178  -0.60967  -0.65
H  2.59607  -1.83501  -1.34427  0.34
O  1.39637  -1.17655  0.18670  0.13
C  2.35312  -0.66901  1.07886  -1.02
H  2.53176  -1.39041  1.89077  0.36
C  1.86503  0.65189  1.66256  0.05
O  0.69198  0.44192  2.40777  -0.27
C  0.24039  1.60132  3.07386  -0.62
C  -1.17986  1.35480  3.60115  -0.58
O  -2.19402  1.82645  2.74605  -0.47
C  -2.25223  1.22221  1.46827  0.57
C  -2.93250  -0.15834  1.46921  -0.56
O  -2.81542  -0.80907  0.22707  -0.41
C  -1.55181  -1.41895  0.02061  0.70
C  -1.54964  -2.06195  -1.37638  -1.52
H  -2.01093  -3.05551  -1.31087  0.25
H  -2.18693  -1.45314  -2.01962  0.42
H  -0.74088  -0.68971  0.08473  -0.27
H  -1.37832  -2.17524  0.80024  0.50
H  -4.00374  -0.04463  1.65589  0.25
H  -2.50052  -0.78220  2.26392  0.34
H  -1.24934  1.12257  1.04275  -0.49
H  -2.83179  1.91053  0.84766  0.31
H  -1.33243  1.90515  4.53171  0.40
H  -1.28184  0.28072  3.79866  0.28
H  0.91827  1.83444  3.90955  0.45
H  0.23161  2.46412  2.39165  0.34
H  2.65731  1.06671  2.30635  0.56
H  1.67225  1.35984  0.84247  -0.21
H  3.30497  -0.48233  0.55703  0.41
H  2.41422  -2.96541  0.01426  0.49
H  0.99942  -1.63106  -3.52180  0.44
H  -0.65882  -1.02563  -3.64932  0.38
H  -1.36270  0.75773  -1.81597  0.36
H  -0.64996  2.92781  -0.93110  0.45
H  1.72764  3.59076  -1.02737  0.38

The relative energy (zero: lowest compared OMol25 entry of this formula, charge and spin) is 74.8 kcal/mol. The calculation puts the LUMO energy at 0.88 eV. The value obtained for the molar mass is 309.4 g mol⁻¹. The gap between HOMO and LUMO is 8.929 eV. The SMILES is c1ccc(CN2CCOCCOCCOCCOCC2)cc1. The spin multiplicity is 1.



Entry 3:
C17H28AuN4O6Se | ωB97M-V/def2-TZVPD

Each line ends with the Mulliken charge.
Geometry (Å):
Au  0.17892  0.63104  1.48973  1.42
C  2.66070  0.54545  2.42694  -0.88
N  1.46357  -0.01256  3.16687  0.54
C  1.56410  -1.48830  3.33266  -0.33
C  1.32169  0.57741  4.47715  -1.02
C  0.65362  1.96672  4.31115  -0.92
N  -0.19147  1.97801  3.09161  0.42
C  -0.38259  3.37254  2.64957  -0.99
C  -1.51851  1.33534  3.34556  -1.11
H  3.59147  0.30979  2.96124  0.35
H  2.59199  1.63433  2.32095  0.33
H  2.74740  0.15059  1.42711  0.19
H  2.43559  -1.77539  3.93502  0.37
H  1.60640  -1.94657  2.38773  -0.36
H  0.66208  -1.87384  3.81780  0.36
H  2.27950  0.65230  5.00316  0.36
H  0.65898  -0.04018  5.08560  0.43
H  1.44993  2.70327  4.19866  0.42
H  0.07435  2.23227  5.19803  0.38
H  -0.87207  3.96566  3.43188  0.38
H  -0.98043  3.41326  1.74727  0.26
H  0.58425  3.82197  2.41445  0.36
H  -2.09217  1.88770  4.10537  0.39
H  -1.39656  0.30359  3.68277  0.36
H  -2.11672  1.29514  2.44586  0.40
C  0.32969  -0.85117  -4.84919  -1.24
N  -0.27290  0.12403  -3.94463  -0.34
N  -0.67952  -0.43075  -2.72071  0.67
C  -0.15480  0.30682  -1.67754  0.44
O  -0.31987  0.14399  -0.48666  -0.63
C  0.59432  1.40027  -2.28935  -0.94
C  0.48399  1.24239  -3.61542  0.44
C  1.08507  2.10197  -4.67386  -1.51
C  -1.78945  -1.28643  -2.64145  0.62
C  -2.06792  -1.96269  -1.45568  -0.32
C  -3.15778  -2.81407  -1.37557  -0.82
C  -3.98998  -2.99898  -2.47252  -0.42
C  -3.72409  -2.32042  -3.65186  -0.77
C  -2.63172  -1.46938  -3.73543  -0.28
H  -0.32226  -1.70866  -4.99417  0.46
H  1.28775  -1.21014  -4.45841  0.32
H  0.49292  -0.39207  -5.82401  0.41
H  1.10599  2.16057  -1.72818  0.42
H  1.55768  2.97832  -4.23623  0.37
H  0.31787  2.44439  -5.37170  0.32
H  1.84544  1.55767  -5.23866  0.32
H  -1.42954  -1.84937  -0.59114  0.50
H  -3.35587  -3.33611  -0.44880  0.39
H  -4.84322  -3.66283  -2.40450  0.36
H  -4.37459  -2.44433  -4.50871  0.36
H  -2.46575  -0.92144  -4.65394  0.47
O  3.68917  -2.33657  0.55378  -0.76
Se  2.12191  -2.47299  0.11904  0.82
O  1.53059  -3.82338  0.81951  -0.78
O  1.26256  -1.09141  0.78064  -0.47
O  1.96169  -2.55743  -1.53594  -0.70
O  -1.06139  1.84065  0.85716  -0.83

The relative energy (zero: lowest compared OMol25 entry of this formula, charge and spin) is 80.3 kcal/mol. The calculation puts the LUMO energy (alpha / beta) at 2.42 / 2.42 eV. The value obtained for the molar mass is 660.4 g mol⁻¹. Its total charge is -1. The gap between HOMO and LUMO (alpha / beta) is 6.871 / 6.872 eV. The spin multiplicity is 1.



Entry 4:
C17H28ClGeSi | ωB97M-V/def2-TZVPD

Each line ends with the Mulliken charge.
Geometry (Å):
C  3.67336  0.82081  -0.61991  -0.95
Si  2.34929  1.50223  0.55479  0.38
C  1.80626  3.29316  0.24128  -1.00
H  -0.30537  0.27305  -0.96926  -0.86
C  2.20788  0.80325  2.26636  -0.76
Ge  0.64618  -0.46776  2.39093  0.24
C  0.64127  -1.14333  4.23781  -1.17
C  -1.07263  0.43791  2.15628  -0.80
C  0.86801  -2.02686  1.22833  -0.64
H  4.65903  1.11642  -0.23467  0.41
H  3.62063  -0.28252  -0.68821  0.33
H  3.53098  1.24381  -1.63453  0.33
H  2.48079  3.95415  0.79632  0.42
H  1.87204  3.53095  -0.83614  0.33
H  0.76924  3.46636  0.57734  0.35
H  3.12419  0.25731  2.53287  0.45
H  2.06396  1.60637  3.00255  0.45
H  -0.19175  -1.84435  4.39023  0.36
H  1.59021  -1.66037  4.43306  0.37
H  0.53009  -0.29488  4.92652  0.37
H  -1.88650  -0.27515  2.35431  0.27
H  -1.15636  1.27172  2.86823  0.45
H  -1.18356  0.82641  1.13764  0.12
H  0.00292  -2.69787  1.33238  0.26
H  0.96089  -1.72507  0.17818  -0.01
H  1.77354  -2.57586  1.52422  0.47
Cl  -4.67234  -2.83017  1.52360  -0.21
C  -3.61506  -2.05142  0.42391  0.40
C  -2.53892  -2.76947  -0.11750  -0.92
C  -1.64812  -2.12329  -0.97677  -0.67
C  -1.87620  -0.79050  -1.33825  0.61
C  -0.73037  0.00059  -1.90698  2.04
C  -0.97973  1.32774  -2.61917  -0.94
C  -0.06150  1.35956  -3.85865  -0.74
C  0.73375  0.09194  -3.75649  -0.72
C  0.35490  -0.67244  -2.71892  -0.53
C  -2.94838  -0.07318  -0.77520  -0.64
C  -3.84874  -0.72477  0.04698  -0.79
H  -2.38322  -3.79385  0.16096  0.49
H  -0.75421  -2.64219  -1.32858  0.51
H  -2.01461  1.49598  -2.91164  0.43
H  -0.73229  2.13122  -1.91281  0.29
H  -0.70006  1.39070  -4.74963  0.31
H  0.56361  2.25771  -3.86265  0.31
H  1.47272  -0.14791  -4.51117  0.49
H  0.76196  -1.64469  -2.44950  0.36
H  -3.04372  1.00143  -0.94967  0.31
H  -4.71411  -0.20290  0.44122  0.40

The relative energy (zero: lowest compared OMol25 entry of this formula, charge and spin) is 0.0 kcal/mol. The calculation puts the LUMO energy at -5.26 eV. The value obtained for the molar mass is 368.6 g mol⁻¹. Its total charge is +1. The gap between HOMO and LUMO is 5.873 eV. The spin multiplicity is 1.



Entry 5:
C17H28ClIrOP | ωB97M-V/def2-TZVPD

Each line ends with the Mulliken spin population.
Geometry (Å):
C  -3.07243  5.31962  -1.68239  0.79
C  -3.79190  4.43029  -2.64406  0.00
C  -3.67497  5.62241  -0.34655  -0.01
C  -1.73957  5.88944  -2.04784  0.00
Cl  -1.67396  2.81623  -0.27770  0.64
H  -4.28246  6.55048  -0.49302  0.05
H  -2.88370  5.80619  0.42505  0.01
H  -4.33650  4.78693  -0.00113  0.01
H  -4.43609  5.11500  -3.25624  0.05
H  -4.42893  3.67762  -2.10584  0.01
H  -3.06078  3.88668  -3.30171  0.01
H  -1.96084  6.87851  -2.52841  0.05
H  -1.20583  5.21362  -2.76926  0.01
H  -1.09438  6.03740  -1.14018  0.01
C  -1.19962  -1.16873  0.64791  0.16
C  -1.97469  -0.41170  1.56649  0.05
C  -2.77736  0.50397  0.81771  0.12
H  -1.96777  -0.48789  2.66375  0.00
C  -2.50783  0.26482  -0.58637  0.17
C  -1.48438  -0.71956  -0.68045  0.02
H  -1.03615  -1.07753  -1.60989  0.00
H  -0.50829  -1.98349  0.88620  0.03
H  -3.40977  1.26799  1.23152  0.00
H  -2.96719  0.76906  -1.43398  0.02
C  1.43387  1.14205  -0.27238  0.02
C  1.45818  0.45479  0.99446  0.13
C  0.92757  1.32959  2.00103  0.06
H  1.84777  -0.54295  1.14179  0.05
C  0.57344  2.56572  1.36867  0.10
C  0.96193  2.47968  -0.03254  0.18
H  0.88850  3.24056  -0.78122  0.02
H  1.74720  0.75163  -1.22955  0.00
H  0.79037  1.10592  3.04950  0.00
H  0.08412  3.40717  1.84271  0.00
Ir  -0.61888  0.95747  0.38571  1.28
C  1.99051  -3.55520  -0.19444  0.01
P  2.17909  -2.74576  -1.80303  -0.02
C  3.94734  -2.37587  -1.99302  0.16
C  1.85395  -4.01466  -3.04215  0.07
O  1.32427  -1.51764  -1.93204  0.76
H  0.98562  -3.99602  -0.14998  0.00
H  2.09575  -2.81759  0.60784  0.00
H  2.73957  -4.34363  -0.07207  0.00
H  4.48665  -3.28738  -2.28601  0.01
H  4.07031  -1.60755  -2.77368  0.00
H  4.35875  -1.99567  -1.04117  0.00
H  1.03593  -4.65352  -2.69591  0.00
H  1.56756  -3.53161  -3.98003  0.00
H  2.75434  -4.62064  -3.19510  0.00

The calculation puts the LUMO energy (alpha / beta) at -6.10 / -12.18 eV. The value obtained for the molar mass is 507.1 g mol⁻¹. Its total charge is +2. The gap between HOMO and LUMO (alpha / beta) is 4.272 / 3.166 eV. The spin multiplicity is 6.



What did the fourth record say?
C17H28ClGeSi | ωB97M-V/def2-TZVPD

Each line ends with the Mulliken charge.
Geometry (Å):
C  3.67336  0.82081  -0.61991  -0.95
Si  2.34929  1.50223  0.55479  0.38
C  1.80626  3.29316  0.24128  -1.00
H  -0.30537  0.27305  -0.96926  -0.86
C  2.20788  0.80325  2.26636  -0.76
Ge  0.64618  -0.46776  2.39093  0.24
C  0.64127  -1.14333  4.23781  -1.17
C  -1.07263  0.43791  2.15628  -0.80
C  0.86801  -2.02686  1.22833  -0.64
H  4.65903  1.11642  -0.23467  0.41
H  3.62063  -0.28252  -0.68821  0.33
H  3.53098  1.24381  -1.63453  0.33
H  2.48079  3.95415  0.79632  0.42
H  1.87204  3.53095  -0.83614  0.33
H  0.76924  3.46636  0.57734  0.35
H  3.12419  0.25731  2.53287  0.45
H  2.06396  1.60637  3.00255  0.45
H  -0.19175  -1.84435  4.39023  0.36
H  1.59021  -1.66037  4.43306  0.37
H  0.53009  -0.29488  4.92652  0.37
H  -1.88650  -0.27515  2.35431  0.27
H  -1.15636  1.27172  2.86823  0.45
H  -1.18356  0.82641  1.13764  0.12
H  0.00292  -2.69787  1.33238  0.26
H  0.96089  -1.72507  0.17818  -0.01
H  1.77354  -2.57586  1.52422  0.47
Cl  -4.67234  -2.83017  1.52360  -0.21
C  -3.61506  -2.05142  0.42391  0.40
C  -2.53892  -2.76947  -0.11750  -0.92
C  -1.64812  -2.12329  -0.97677  -0.67
C  -1.87620  -0.79050  -1.33825  0.61
C  -0.73037  0.00059  -1.90698  2.04
C  -0.97973  1.32774  -2.61917  -0.94
C  -0.06150  1.35956  -3.85865  -0.74
C  0.73375  0.09194  -3.75649  -0.72
C  0.35490  -0.67244  -2.71892  -0.53
C  -2.94838  -0.07318  -0.77520  -0.64
C  -3.84874  -0.72477  0.04698  -0.79
H  -2.38322  -3.79385  0.16096  0.49
H  -0.75421  -2.64219  -1.32858  0.51
H  -2.01461  1.49598  -2.91164  0.43
H  -0.73229  2.13122  -1.91281  0.29
H  -0.70006  1.39070  -4.74963  0.31
H  0.56361  2.25771  -3.86265  0.31
H  1.47272  -0.14791  -4.51117  0.49
H  0.76196  -1.64469  -2.44950  0.36
H  -3.04372  1.00143  -0.94967  0.31
H  -4.71411  -0.20290  0.44122  0.40

The relative energy (zero: lowest compared OMol25 entry of this formula, charge and spin) is 0.0 kcal/mol. The calculation puts the LUMO energy at -5.26 eV. The value obtained for the molar mass is 368.6 g mol⁻¹. Its total charge is +1. The gap between HOMO and LUMO is 5.873 eV. The spin multiplicity is 1.



Among the records above, which one has the highest molar mass?
C17H28AuN4O6Se



What is the molar mass in the third record?
660.4 g mol⁻¹



The highest molar mass belongs to which entry?
C17H28AuN4O6Se